(1)
{
  "formula": "C6H12AsF7O6Tl",
  "method": "ωB97M-V/def2-TZVPD",
  "lumo_energy_ev": [-1.04, -5.66],
  "s2": 0.7532,
  "e_homo_ev": [-11.436, -11.434],
  "e_tot_ha": -3794.54138,
  "multiplicity": 2,
  "homo_lumo_gap_ev": [10.4, 5.8],
  "elements": ["Tl", "As", "F", "F", "F", "F", "F", "F", "F", "C", "O", "C", "O", "O", "C", "H", "H", "H", "H", "H", "H", "C", "O", "C", "O", "O", "C", "H", "H", "H", "H", "H", "H"],
  "xyz": [[1.019755, -1.460386, 0.647106], [-3.162015, -2.597836, 2.004096], [-2.169285, -3.102356, 3.435956], [-3.249275, -4.369456, 1.662176], [-4.154675, -2.175686, 0.519616], [-3.006095, -0.914906, 2.527316], [-1.657235, -2.430656, 1.024416], [-4.733215, -2.788026, 2.899716], [-0.961635, -0.788666, -1.308034], [4.670605, 0.327354, -2.462954], [3.722535, 0.005334, -3.466524], [2.530385, -0.644606, -3.252504], [2.174585, -1.240676, -2.214124], [1.647185, -0.529986, -4.318384], [0.386495, -1.171586, -4.277164], [5.207935, -0.547776, -2.097524], [4.294385, 0.897654, -1.613644], [5.365975, 0.956424, -3.018664], [0.122885, -1.978196, -3.593054], [0.320395, -1.560396, -5.293304], [-0.395435, -0.434676, -4.093714], [0.838315, 3.046614, 3.756316], [-0.462955, 2.898044, 3.248756], [-0.740825, 2.042294, 2.259806], [-0.048655, 1.026754, 2.018886], [-1.794425, 2.390414, 1.720176], [-2.251785, 1.669524, 0.585156], [1.622375, 2.922714, 3.009326], [1.198095, 2.265434, 4.425956], [0.926325, 4.021544, 4.235776], [-1.674155, 1.809664, -0.328514], [-3.325355, 1.847884, 0.524056], [-2.261195, 0.608234, 0.833486]],
  "atomic_forces_ev_per_a": [[-0.7231, 0.1949, 0.1128], [-2.1091, -1.9637, 1.0748], [-0.8549, 0.9286, -1.4654], [0.2413, 2.0147, -0.3262], [1.6941, -0.3370, 1.8091], [-0.0990, -1.0025, -0.6981], [-0.3310, 0.0921, 0.3102], [2.0729, 0.5378, -0.8858], [0.0052, -0.0004, 0.0164], [0.6091, -0.0634, 0.1821], [-3.0945, -1.0557, -0.9751], [-1.5530, -0.4584, 1.5764], [1.4904, 1.4991, -1.9204], [3.3788, 0.3404, 1.9802], [-1.1973, -0.2676, -0.7977], [-0.1942, -0.1190, -0.0590], [-0.4602, -0.1041, -0.1623], [0.0624, -0.0466, 0.2477], [1.2053, -0.0285, 0.3407], [-0.4953, 0.0082, 0.0996], [0.1567, 0.2815, -0.2527], [1.6140, -0.6761, 0.0388], [-0.3008, 0.3638, -0.0394], [4.8417, -2.9107, 2.3599], [-0.6772, 1.6375, -0.1462], [-3.2536, 1.6266, -2.2271], [-1.2092, -1.8584, 0.2730], [-0.3030, 0.5691, -0.7120], [-0.9277, -0.1505, 0.6009], [-0.2568, -0.1733, -0.1312], [-0.0653, 0.5330, 0.2537], [0.2877, 0.7008, -0.4517], [0.4457, -0.1124, -0.0256]],
  "lowdin_charge": [1.13, 0.93, -0.31, -0.30, -0.31, -0.27, -0.42, -0.30, -0.04, -0.04, -0.01, -0.44, -0.06, -0.01, -0.07, 0.10, 0.10, 0.10, 0.09, 0.10, 0.09, -0.06, 0.02, -0.63, -0.05, 0.08, -0.01, 0.09, 0.09, 0.10, 0.10, 0.11, 0.07]
}

(2)
{
  "formula": "C6H12AuIN3O8P2",
  "method": "ωB97M-V/def2-TZVPD",
  "lumo_energy_ev": 2.27,
  "e_homo_ev": -5.798,
  "e_tot_ha": -2118.45346,
  "charge": -1,
  "homo_lumo_gap_ev": 8.1,
  "elements": ["Au", "N", "C", "C", "P", "O", "O", "O", "P", "O", "O", "O", "H", "H", "H", "H", "H", "H", "H", "H", "I", "C", "C", "N", "N", "C", "H", "H", "H", "O", "C", "O", "H"],
  "xyz": [[0.313768, 0.005217, -1.158166], [-3.722964, 0.206972, 1.655294], [-2.555791, 0.382645, 0.706030], [-3.002477, 1.208927, -0.489807], [-1.958313, -1.334868, 0.346633], [-2.497485, -1.704276, -1.128900], [-2.639322, -2.183065, 1.359483], [-0.430183, -1.309981, 0.294156], [-1.358546, 1.396382, 1.766109], [-0.686602, 0.262542, 2.702194], [-2.340305, 2.129607, 2.644147], [-0.366930, 2.045735, 0.881308], [-4.618831, 0.257077, 1.179409], [-3.575293, 0.999733, 2.343819], [-3.606771, -0.733230, 2.071686], [-3.780324, 0.692926, -1.059779], [-2.148430, 1.386094, -1.142904], [-3.368575, 2.184403, -0.160505], [-1.848296, -1.421515, -1.790889], [-0.105936, -0.293098, 2.156538], [6.133587, -2.586441, 1.699763], [4.707848, -1.663522, 0.523929], [4.920801, -0.665177, -0.401508], [3.718854, -0.375038, -0.920118], [2.742652, -1.119655, -0.396730], [3.325938, -1.912893, 0.488247], [5.820671, -0.160306, -0.707486], [3.452109, 0.323470, -1.633538], [2.746188, -2.616700, 1.062717], [0.580926, 1.244104, -2.781470], [1.705181, 1.647040, -3.217358], [2.837747, 1.369317, -2.819070], [1.605103, 2.337573, -4.073233]],
  "atomic_forces_ev_per_a": [[-0.0608, -0.0113, -0.3009], [0.0007, 0.0127, 0.0369], [0.0617, -0.0199, 0.0094], [0.0377, 0.0064, 0.0164], [0.0352, 0.1116, 0.2103], [-0.0216, 0.0239, 0.0056], [0.0222, -0.1112, -0.1270], [-0.1040, -0.0339, 0.1343], [-0.0300, -0.0162, 0.0875], [-0.0198, 0.0007, -0.0692], [0.0813, -0.0142, -0.0519], [-0.1154, 0.0506, 0.0098], [0.0025, -0.0023, -0.0184], [-0.0032, -0.0153, -0.0259], [-0.0005, 0.0004, -0.0046], [-0.0001, 0.0027, -0.0112], [-0.0136, 0.0030, -0.0080], [0.0017, 0.0000, -0.0001], [-0.0195, -0.0089, 0.0053], [0.0121, 0.0103, 0.0346], [-0.0494, 0.0288, -0.0401], [0.0551, -0.0718, 0.0386], [-0.0191, 0.0166, 0.0145], [0.0000, -0.0186, -0.0122], [0.1321, -0.0399, 0.0821], [-0.0003, 0.0134, 0.0199], [-0.0091, 0.0095, -0.0035], [-0.0206, 0.0103, -0.0134], [-0.0072, 0.0048, -0.0084], [0.0705, 0.0885, -0.0581], [-0.0173, -0.0556, 0.0935], [-0.0039, 0.0162, -0.0344], [0.0027, 0.0088, -0.0115]],
  "lowdin_charge": [0.83, 0.13, -0.50, -0.10, 0.32, -0.16, -0.31, -0.46, 0.27, -0.16, -0.35, -0.34, 0.15, 0.10, 0.11, 0.07, 0.06, 0.09, 0.04, 0.04, 0.78, -0.79, -0.17, -0.01, 0.00, -0.21, 0.11, 0.08, 0.10, -0.23, -0.54, -0.06, 0.12]
}

(3)
{
  "formula": "C6H12AuOP",
  "method": "ωB97M-V/def2-TZVPD",
  "lumo_energy_ev": [0.81, -1.89],
  "s2": 2.0291,
  "e_homo_ev": [-4.100, -8.105],
  "e_tot_ha": -787.88201,
  "multiplicity": 3,
  "homo_lumo_gap_ev": [4.9, 6.2],
  "elements": ["C", "C", "C", "C", "C", "Au", "P", "H", "H", "H", "H", "H", "H", "H", "H", "C", "O", "H", "H", "H", "H"],
  "xyz": [[-0.326905, 0.407875, -2.168852], [-1.122332, 1.474225, -1.592023], [-0.272823, 2.529573, -1.166743], [1.074962, 2.170077, -1.506962], [1.053532, 0.920268, -2.167771], [-0.409358, -1.778885, -1.352578], [-0.217542, -3.191804, 0.408839], [-0.732331, -0.310254, -2.929843], [-2.200028, 1.423923, -1.469665], [-0.562653, 3.454538, -0.667442], [1.904424, 0.392229, -2.593032], [1.945111, 2.794428, -1.317696], [0.989801, -3.921024, 0.598882], [-1.230011, -4.177196, 0.576686], [-0.302123, -2.466520, 1.627584], [0.813157, 1.742133, 2.290348], [0.517862, 0.344073, 2.352834], [-0.079536, 2.286572, 1.953685], [1.612613, 1.906690, 1.558738], [1.129454, 2.161570, 3.254084], [0.623525, 0.080109, 3.274928]],
  "atomic_forces_ev_per_a": [[0.0538, 1.4000, -1.1897], [0.1488, -2.2402, -0.6700], [3.5328, 0.2816, -0.2120], [-2.4659, 1.9736, 1.0873], [-1.6201, -1.4640, -0.2410], [-0.1551, -0.2814, -0.3679], [0.1713, -0.1659, 0.8142], [0.4790, 1.3113, 0.5235], [0.1947, 0.1209, -0.1092], [0.0403, -0.4026, -0.1305], [-0.2159, 0.1984, 0.0839], [-0.1959, -0.2660, -0.0107], [-0.4510, -0.0466, 0.1930], [0.4750, 0.1748, 0.1466], [0.0169, -0.5302, 0.0702], [-0.0839, 0.1427, -0.2834], [0.1698, 0.1887, 0.5532], [0.2032, -0.0954, 0.0657], [-0.1475, -0.0102, 0.1267], [-0.0633, -0.1984, -0.1416], [-0.0869, -0.0911, -0.3083]],
  "lowdin_charge": [-0.35, -0.08, -0.09, -0.10, -0.08, 0.23, 0.51, 0.01, 0.10, 0.10, 0.10, 0.09, -0.13, -0.13, -0.15, -0.16, -0.15, 0.07, 0.07, 0.08, 0.07]
}

- Number 1 is which compound?
  C6H12AsF7O6Tl